The following is a quantum chemistry calculation of C21H19N3O in the gas phase in a non-equilibrium geometry, from OMol25.

XYZ file:
```
44
Properties=species:S:1:pos:R:3:lowdin_charge:R:1
C 1.441 1.477 1.011 -0.15
C 2.342 2.430 1.444 -0.01
O -0.047 -0.689 -1.207 0.13
C -3.926 -2.741 0.093 -0.08
C 1.662 2.571 -2.008 -0.19
C -1.881 -3.993 -0.047 -0.14
H 1.808 3.365 -1.272 0.11
H 0.793 -2.351 1.280 0.11
N 0.134 -5.296 -0.182 0.06
C -3.264 -3.877 -0.286 -0.04
H -3.782 -4.692 -0.769 0.11
C -1.145 -5.152 -0.384 -0.10
H -4.988 -2.644 -0.082 0.10
C 0.204 2.564 -2.462 -0.26
C 0.800 -4.290 0.398 -0.14
C -1.166 -2.930 0.560 -0.10
C 2.088 1.228 -1.410 -0.13
H -0.445 2.395 -1.600 0.11
H -0.044 4.711 -2.442 0.07
N -1.265 -0.717 1.575 0.21
C 1.295 2.345 3.630 -0.09
H 0.437 4.055 -4.008 0.07
C 0.472 0.952 1.887 -0.10
H -3.775 -0.787 0.979 0.11
H 1.254 2.700 4.648 0.10
H -1.655 -5.995 -0.836 0.11
C -3.245 -1.687 0.706 -0.01
C -1.880 -1.742 0.916 -0.22
H 2.309 2.782 -2.862 0.12
H 0.047 1.738 -3.158 0.11
C 0.308 -0.040 -0.248 -0.35
C 2.251 2.855 2.765 -0.07
N 1.322 0.883 -0.238 0.01
H 3.097 2.835 0.790 0.11
C -0.180 3.878 -3.129 -0.11
H -1.221 3.857 -3.440 0.07
H -0.352 0.968 3.859 0.12
H 3.151 1.247 -1.147 0.13
H 1.915 0.428 -2.135 0.13
H 2.945 3.601 3.122 0.11
C 0.208 -3.119 0.795 -0.01
C -0.279 -0.042 1.149 -0.13
H 1.858 -4.463 0.543 0.10
C 0.395 1.381 3.200 0.00
```

energy: -28603.8408 eV
total charge: 0
SMILES: CCCCN1C(=O)/C(=N\c2cccc3cnccc23)c2ccccc21